Entry 1:
Entry from OMol25: a 2-piece molecular cluster, C2H8N2 overall (ωB97M-V/def2-TZVPD).

## Properties
SMILES   C=CN.N
HOMO energy   -8.341 eV
Molecular weight   60.10 u
Energy relative to the best compared isomer or geometry (same formula, charge and spin)   16.10 kcal per mole
Total charge   0
Strongest force on any atom   0.02830 Eh/bohr

Positions of all 12 atoms, in Å:
C  -2.4397  -0.2479  2.0066
C  -1.6639  -0.9513  1.1723
N  -0.4470  -1.5192  1.5164
H  -2.1451  -0.2800  3.0510
H  -3.4673  -0.0350  1.7862
H  -1.8861  -0.9775  0.1129
H  -0.3648  -1.6749  2.5115
H  -0.1833  -2.3193  0.9680
N  3.2681  2.0224  -3.2706
H  2.9856  1.6834  -2.3722
H  3.0461  2.9724  -3.4926
H  3.2974  1.3270  -3.9897

Cartesian forces, eV/Å:
0.3691 -1.3628 0.3529
-0.2426 0.7952 -0.1307
-0.0280 0.1373 0.1539
-0.1768 0.3120 0.1200
-0.0392 0.5779 -0.3254
-0.1398 -0.3013 -0.0635
0.1837 -0.1194 -0.1217
0.0754 -0.0379 0.0123
0.7077 -0.1855 0.3689
-0.2203 0.1105 -0.0003
-0.2455 -0.1584 -0.1750
-0.2437 0.2325 -0.1915

Population analysis type Löwdin, resulting atomic charges in e: number 1, C, carries -0.0393; number 2, C, carries -0.3144; number 3, N, carries 0.0243; number 4, H, carries 0.0414; number 5, H, carries 0.0335; number 6, H, carries 0.0972; number 7, H, carries 0.0816; number 8, H, carries 0.0757; number 9, N, carries 0.0140; number 10, H, carries -0.0053; number 11, H, carries -0.0037; number 12, H, carries -0.0051



Entry 2:
Entry from OMol25: a 2-piece molecular cluster, C2H8N2 overall (ωB97M-V/def2-TZVPD).

## Properties
SMILES   C=NC.N
HOMO energy   -9.382 eV
Molecular weight   60.10 u
Energy relative to the best compared isomer or geometry (same formula, charge and spin)   22.13 kcal per mole
Total charge   0
Strongest force on any atom   0.03337 Eh/bohr

Positions of all 12 atoms, in Å:
C  -1.3109  -1.4289  1.6699
N  -0.6586  -0.8576  0.7602
C  -1.3451  -0.4200  -0.4836
H  -2.3990  -1.5599  1.6378
H  -0.7563  -1.8084  2.5221
H  -1.8703  -1.2809  -0.8897
H  -0.4647  -0.1580  -1.0709
H  -1.9659  0.4718  -0.4160
N  2.5195  1.5564  -1.0468
H  3.0533  1.1999  -0.2638
H  2.0498  2.3632  -0.6631
H  3.1482  1.9224  -1.7561

Cartesian forces, eV/Å:
-0.1096 0.1779 -0.2443
-0.3672 0.2890 0.0615
1.5681 -0.3695 0.5902
-0.0011 -0.1472 0.0485
-0.1351 -0.0010 0.1891
-0.2096 0.1875 -0.3041
-0.5294 0.0013 -0.7446
-0.1802 -0.1257 0.4198
-0.1122 0.1781 0.0221
0.2603 -0.1805 -0.2006
-0.2954 0.1916 -0.0403
0.1114 -0.2014 0.2026

Population analysis type Löwdin, resulting atomic charges in e: number 1, C, carries -0.1027; number 2, N, carries -0.0983; number 3, C, carries -0.1320; number 4, H, carries 0.0719; number 5, H, carries 0.0574; number 6, H, carries 0.0691; number 7, H, carries 0.0553; number 8, H, carries 0.0702; number 9, N, carries 0.0043; number 10, H, carries 0.0036; number 11, H, carries -0.0026; number 12, H, carries 0.0038



> What is the HOMO energy in the first record?

-8.341 eV